Below is a 2-piece molecular cluster, C3H5FS overall at a distorted geometry, with properties calculated with the ωB97M-V functional and the def2-TZVPD basis.

Last column: Löwdin charge in e.
Element x y z (Å)
C 1.83 0.31 0.24  -0.038
C 0.80 0.96 -0.23  -0.183
C -1.41 -0.47 -0.63  -0.482
F 0.54 2.27 -0.42  0.007
S -2.63 0.48 0.17  0.620
H 2.85 0.75 0.61  0.098
H 1.84 -0.71 0.41  0.006
H -1.60 -0.64 -1.66  -0.025
H -0.90 -1.35 -0.03  0.058
H -2.07 0.45 1.51  -0.060

Its electronic energy is -16739.4838 eV. The energy above the lowest of the compared OMol25 structures with the same formula, charge and spin is 452.5 kJ/mol. Its orbital gap (spin up / spin down) is 8.824 / 7.780 eV. The value obtained for the LUMO energy (spin up / spin down) is 0.1 / -0.1 eV. As for the total charge: 0. For the max |F|, the calculation gives 0.0766 hartree/bohr. For the HOMO energy (spin up / spin down), the calculation gives -0.3217 / -0.2911 Eh.

=====

Below is C21H24N6O3 in the gas phase, with properties calculated with the ωB97M-V functional and the def2-TZVPD basis.

Last column: Löwdin charge in e.
Element x y z (Å)
O -1.71 -0.09 2.19  0.052
C -0.55 -0.03 1.86  -0.463
N 0.09 1.16 1.75  -0.054
C 1.49 1.40 1.49  -0.121
H 2.00 0.49 1.18  0.111
C 2.16 1.98 2.74  -0.121
N 1.45 3.17 3.16  -0.068
C 1.99 4.39 3.06  -0.358
N 1.21 5.45 3.35  0.122
C 1.77 6.64 3.29  -0.138
C 3.10 6.83 2.94  -0.069
C 3.82 5.68 2.65  -0.139
N 3.29 4.47 2.70  0.120
H 4.86 5.71 2.36  0.107
H 3.55 7.81 2.89  0.090
H 1.12 7.47 3.52  0.107
C 0.04 2.97 3.39  -0.118
H -0.41 3.93 3.64  0.110
C -0.61 2.37 2.14  -0.108
H -1.65 2.11 2.33  0.122
H -0.55 3.10 1.32  0.133
H -0.09 2.27 4.23  0.134
H 3.19 2.25 2.54  0.109
H 2.12 1.24 3.55  0.132
H 1.57 2.13 0.67  0.136
C 0.23 -1.28 1.48  -0.107
H 1.23 -1.28 1.91  0.110
C 0.28 -1.43 -0.04  -0.190
C 1.02 -2.70 -0.46  -0.162
H 0.48 -3.58 -0.09  0.116
C 1.17 -2.81 -1.97  -0.125
N -0.12 -2.85 -2.64  0.071
C -0.58 -1.67 -3.21  -0.478
O 0.05 -0.64 -3.20  0.085
N -1.82 -1.74 -3.80  0.177
C -2.60 -2.87 -3.87  -0.178
C -3.85 -2.86 -4.48  -0.016
C -4.59 -4.02 -4.53  -0.071
C -4.11 -5.20 -3.97  -0.077
C -2.88 -5.22 -3.35  -0.002
C -2.11 -4.05 -3.30  -0.065
C -0.80 -4.06 -2.64  -0.361
O -0.30 -5.05 -2.13  0.097
H -2.48 -6.11 -2.91  0.122
H -4.71 -6.10 -4.01  0.103
H -5.56 -4.01 -5.01  0.107
H -4.22 -1.95 -4.92  0.112
H -2.15 -0.88 -4.21  0.166
H 1.70 -3.73 -2.23  0.128
H 1.71 -1.94 -2.37  0.126
H 2.02 -2.71 -0.02  0.120
H 0.77 -0.56 -0.49  0.111
H -0.74 -1.46 -0.42  0.125
H -0.32 -2.13 1.90  0.127

Its electronic energy is -37252.5168 eV. The energy above the lowest of the compared OMol25 structures with the same formula, charge and spin is 5.0 kJ/mol. Its orbital gap is 8.469 eV. The value obtained for the LUMO energy is 0.3 eV. As for the total charge: 0. For the max |F|, the calculation gives 0.0123 hartree/bohr. For the HOMO energy, the calculation gives -0.2997 Eh. Its SMILES is O=C(CCCCn1c(=O)[nH]c2ccccc2c1=O)N1CCN(c2ncccn2)CC1.

=====

Below is a 2-piece molecular cluster, C4H6I2 overall at a distorted geometry, with properties calculated with the ωB97M-V functional and the def2-TZVPD basis.

Last column: Löwdin charge in e.
Element x y z (Å)
C 0.31 -2.13 -0.26  -0.044
C 0.52 -0.74 -0.16  -0.880
C -0.20 1.71 -0.35  -0.249
C -0.41 0.28 -0.12  -0.890
I 2.49 -0.14 0.11  0.918
I -2.47 -0.22 0.08  0.851
H 1.11 -2.82 -0.23  0.031
H -0.63 -2.46 -0.35  -0.034
H 0.87 1.89 0.09  0.032
H -0.55 1.88 -1.39  0.103
H -0.88 2.23 0.23  0.011
H -0.16 0.54 2.36  0.150

Its electronic energy is -20441.2713 eV. The energy above the lowest of the compared OMol25 structures with the same formula, charge and spin is 388.0 kJ/mol. Its orbital gap (spin up / spin down) is 7.314 / 8.185 eV. The value obtained for the LUMO energy (spin up / spin down) is -0.7 / -0.9 eV. As for the total charge: 0. For the max |F|, the calculation gives 0.0871 hartree/bohr. For the HOMO energy (spin up / spin down), the calculation gives -0.2955 / -0.3341 Eh.

=====

Question: Number 1 is which compound?
Answer: C3H5FS

=====

Question: What is the max |F| in the first record?
Answer: 0.0766 hartree/bohr

=====

Question: electronic energy of number 3 (C4H6I2)?
Answer: -20441.2713 eV

=====

Question: What is the total charge in the third record?
Answer: 0